(1)
{
  "formula": "C3H8O5",
  "method": "the ωB97M-V functional and the def2-TZVPD basis",
  "elements": ["C", "C", "O", "O", "C", "O", "O", "O", "H", "H", "H", "H", "H", "H", "H", "H"],
  "positions_angstrom": [[-0.94125, 1.54435, 0.04021], [-0.20280, 0.40726, -0.64668], [1.24189, 0.89894, -0.90936], [2.03451, 0.72540, 0.30231], [-0.15441, -0.91552, 0.11008], [0.45527, -1.95029, -0.58105], [0.35090, -0.88657, 1.39441], [-1.62350, -1.19042, 0.11599], [-2.01929, 1.44003, -0.11191], [-0.61035, 2.50866, -0.35464], [-0.75119, 1.56613, 1.11638], [-0.58216, 0.25822, -1.66027], [2.76320, 0.22402, -0.11206], [0.81629, -2.49719, 0.13782], [0.88994, -0.05968, 1.43650], [-1.66706, -2.07335, -0.27773]],
  "atomic_forces_ev_per_a": [[-0.193, -0.138, 0.300], [2.823, 1.230, -0.070], [-1.546, -0.606, 0.321], [0.226, 0.232, -1.119], [-2.615, -0.172, -0.222], [0.255, 0.026, 0.120], [-0.359, 0.953, -0.089], [1.659, -0.374, 0.397], [0.187, -0.006, 0.077], [-0.031, -0.271, -0.176], [-0.041, -0.099, -0.067], [0.278, -0.180, 0.162], [-0.310, 0.145, 0.533], [0.055, 0.035, -0.411], [-0.181, -0.922, 0.124], [-0.208, 0.147, 0.121]],
  "mulliken_charge": [-1.2281, 0.0369, -0.2865, -0.4009, 0.7629, -0.5624, -0.6014, -0.5362, 0.3395, 0.3905, 0.2404, 0.3365, 0.3533, 0.3448, 0.4570, 0.3538],
  "orbital_gap_ev": 10.8,
  "fmax_ha_per_bohr": 0.060,
  "e_tot_ha": -495.200661,
  "e_above_lowest_kcal_mol": 26.4,
  "multiplicity": 1,
  "smiles": "C[C@@H](OO)C(O)(O)O"
}



(2)
{
  "formula": "C4H9NO",
  "method": "the ωB97M-V functional and the def2-TZVPD basis",
  "elements": ["C", "C", "O", "N", "C", "C", "H", "H", "H", "H", "H", "H", "H", "H", "H"],
  "positions_angstrom": [[1.82303, 0.21215, 0.48537], [0.79373, -0.15749, -0.56813], [1.06355, -0.64384, -1.64021], [-0.52303, -0.09722, -0.02690], [-0.94344, 1.20550, -0.36471], [-1.26455, -1.26760, 0.33073], [1.99692, -0.74910, 0.98904], [1.46588, 0.92521, 1.23569], [2.75884, 0.54939, 0.04603], [-1.73573, 1.57445, 0.34511], [0.21443, 1.54772, -0.56517], [-1.25727, 1.43603, -1.38408], [-1.58242, -1.85444, -0.53479], [-2.14608, -0.98567, 0.92124], [-0.62233, -1.89234, 0.96898]],
  "atomic_forces_ev_per_a": [[0.252, 0.080, -0.151], [0.233, -1.726, 0.435], [-0.002, 0.201, 0.354], [0.419, -0.374, -0.043], [1.337, 0.668, -0.394], [-0.137, -0.177, -0.226], [0.101, 0.206, 0.022], [-0.050, -0.180, -0.311], [0.041, -0.066, -0.012], [1.375, 0.470, -0.332], [-2.658, 1.681, 1.328], [-0.682, -0.677, -0.358], [-0.165, -0.143, 0.027], [0.183, 0.013, -0.174], [-0.245, 0.023, -0.167]],
  "mulliken_charge": [-0.9679, 0.2119, -0.5858, 0.1995, -0.7499, -0.7525, 0.3032, 0.3774, 0.3195, 0.2867, 0.2357, 0.2961, 0.2955, 0.2791, 0.2515],
  "orbital_gap_ev": 9.4,
  "fmax_ha_per_bohr": 0.066,
  "e_tot_ha": -287.729660,
  "e_above_lowest_kcal_mol": 64.5,
  "multiplicity": 1,
  "smiles": "CC(=O)N(C)C"
}



(3)
{
  "formula": "C2H4N2S",
  "method": "the ωB97M-V functional and the def2-TZVPD basis",
  "elements": ["C", "C", "N", "N", "S", "H", "H", "H", "H"],
  "positions_angstrom": [[0.10744, 1.19650, -1.51513], [0.66271, 0.70073, -0.31985], [-0.43268, 1.67963, -2.40657], [-0.21529, 0.44325, 0.62247], [0.62302, -1.51138, -1.29635], [1.67821, 0.76340, -0.20814], [-1.12761, 0.78544, 0.36222], [-0.09299, 0.34120, 1.60726], [-0.75695, -1.89339, -1.19161]],
  "atomic_forces_ev_per_a": [[-0.277, 0.936, -0.829], [-1.452, -3.577, -1.928], [-0.047, 0.196, -0.198], [-2.207, 1.850, 1.714], [-0.534, -0.133, -0.065], [2.299, 0.116, 0.665], [-0.283, -0.332, 0.384], [0.776, -0.134, 0.192], [1.726, 1.076, 0.065]],
  "mulliken_charge": [0.4386, -0.4290, -0.3745, -0.3062, -0.3529, 0.4450, 0.2432, 0.2086, 0.1272],
  "orbital_gap_ev": [7.8, 7.8],
  "fmax_ha_per_bohr": 0.084,
  "e_tot_ha": -586.209277,
  "e_above_lowest_kcal_mol": 53.4,
  "multiplicity": 1
}